1.
The following is a quantum chemistry calculation of a 2-piece molecular cluster, C3H13N4 overall in a non-equilibrium geometry, from the Open Molecules 2025 dataset.

Output
* charge: +1
* LUMO energy: -3.18 eV
* HOMO level: -13.28 eV

CARTESIAN COORDINATES (ANGSTROEM)
H -2.7002 1.4180 0.9126
H -0.5011 3.5473 -0.6788
H 0.6053 3.5033 0.7282
H -0.1893 -2.6129 -0.2558
N -1.7108 -0.1784 0.1112
H -1.1817 3.7937 0.9554
C 0.7309 -2.1797 -0.6799
C -0.4069 3.2775 0.3853
C -1.7467 1.0923 0.5058
H 1.4768 -0.8956 0.6406
N -0.6768 1.8540 0.3948
H -2.4333 -0.7375 0.5560
H -0.7924 -0.6076 -0.1490
H 0.1395 1.3129 0.2010
H 0.4850 -2.1135 -1.7537
N 0.9342 -0.8070 -0.2103
H 1.8760 -3.3202 0.4973
H 2.6599 -2.7644 -0.7515
H 1.6587 -0.4142 -0.9263
N 1.7729 -3.1680 -0.4830

Formally, the Löwdin partial charges of the atoms, in units of the elementary charge, are as follows: H 0.1627; H 0.1056; H 0.1030; H 0.1142; N 0.1573; H 0.1009; C -0.3806; C -0.0200; C -0.1142; H 0.0884; N 0.0038; H 0.1313; H 0.0536; H 0.1066; H 0.1258; N -0.0489; H 0.0617; H 0.0724; H 0.1466; N 0.0297

2.
The following is a quantum chemistry calculation of an isolated ion of composition C8H12N and charge +1 in a non-equilibrium geometry, from the Open Molecules 2025 dataset.

Output
* charge: +1
* LUMO energy: -4.18 eV
* HOMO level: -12.47 eV
* SMILES: C/[NH+]=C\[C@H]1C=CC(C)=C1

CARTESIAN COORDINATES (ANGSTROEM)
H 0.8831 2.1932 -0.3751
H 2.2681 -1.9253 0.5614
N -2.4520 -0.3529 -0.5800
H -2.6789 0.4244 1.3234
H -4.0898 0.5104 0.1488
H -0.3475 -1.9439 0.7986
C 0.8904 1.0850 -0.1761
H -0.8681 -0.3761 -1.7218
C 1.6140 -1.0473 0.3567
C 3.4167 0.7212 -0.2832
H 4.0918 -0.1392 -0.0738
H 3.8202 1.6657 0.0815
C 2.0066 0.2854 0.0617
C -0.2803 0.2938 0.2863
H -0.8133 0.8487 1.1673
C -1.2013 -0.0941 -0.7229
C -3.2724 -0.0688 0.5003
H 3.1851 0.9472 -1.3588
H -3.7463 -1.0468 0.8069
H -2.7436 -0.9395 -1.4408
C 0.3175 -1.0411 0.6396

Formally, the Löwdin partial charges of the atoms, in units of the elementary charge, are as follows: H 0.1486; H 0.1510; N 0.0097; H 0.1212; H 0.0969; H 0.1500; C 0.0144; H 0.1761; C -0.0121; C -0.0221; H 0.0939; H 0.0855; C -0.2574; C -0.3227; H 0.1946; C -0.0301; C -0.0307; H 0.1056; H 0.1368; H 0.2278; C -0.0371

3.
The following is a quantum chemistry calculation of the molecule C4H2IN in a non-equilibrium geometry, from the Open Molecules 2025 dataset.

Output
* charge: 0
* LUMO energy: -1.65 eV
* HOMO level: -9.32 eV

CARTESIAN COORDINATES (ANGSTROEM)
N -0.2118 0.0101 3.4186
H 0.7667 0.8188 0.3749
C -0.1407 -0.0002 2.2714
I -3.7471 -1.2512 0.0489
H -0.6978 -0.6229 -1.0050
C -1.8414 -1.9190 -0.0856
C -0.8166 -0.6630 0.0154
C -0.0345 0.1414 0.8747

Formally, the Löwdin partial charges of the atoms, in units of the elementary charge, are as follows: N 0.1505; H 0.1387; C -0.2758; I 0.8449; H 0.0335; C -0.5061; C -0.2645; C -0.1212

4.
The following is a quantum chemistry calculation of C39H24N10O6SeTl as an isolated structure, from the Open Molecules 2025 dataset.

Output
* charge: -1
* LUMO energy (alpha / beta): 1.41 / 1.41 eV
* HOMO level (alpha / beta): -3.77 / -3.77 eV

CARTESIAN COORDINATES (ANGSTROEM)
C -1.3262 -0.1248 -2.0352
O 2.9782 0.8423 4.4051
C 4.0409 -2.4027 2.1946
C 5.2393 -2.4876 2.8748
H -1.3359 4.5267 1.1592
C 4.3920 3.1249 -2.0686
C 3.7486 2.3271 -1.1410
H -3.7262 4.1136 0.5918
H 4.8585 -5.6500 4.0503
O -5.1562 0.5519 -0.3738
H 3.8730 3.4606 -2.9568
C -1.8531 0.9745 -2.8310
H 7.3962 3.2865 -0.4993
N 1.4906 2.0480 -2.0734
C -2.5263 0.9559 0.5750
C -7.2057 2.1910 0.1482
H -3.8969 0.4871 -3.2965
H 0.2066 2.5915 1.2937
H -7.2741 1.9411 -0.9120
H -2.4475 4.2835 -4.7086
H -4.2796 -5.9438 -1.5585
O 1.3129 2.8824 3.6057
N 2.2469 1.0115 -0.0473
H -7.1771 0.3513 0.6631
C -1.4321 -5.6071 0.2550
N -1.9704 -1.2025 -1.7150
O 3.0810 1.9700 1.9290
H -3.8613 -3.5545 -2.0376
O -7.6778 1.1304 0.9406
H -0.2186 3.8496 -3.6693
H -0.7480 -6.1653 0.8815
C -2.0755 -3.5012 -0.8186
H -2.8209 -0.0706 0.3952
C 2.3740 1.7638 -1.1334
C -2.5397 -6.1937 -0.3057
C -4.8694 1.6174 0.1448
C -3.1939 -4.1214 -1.4013
C -2.2611 3.3588 -4.1769
C 1.9605 -3.0130 1.3907
H 6.1941 1.8549 1.1570
C 5.7046 2.2112 0.2603
C 0.3101 1.4032 -2.1728
H -4.2505 2.6234 -4.5186
C -3.2883 2.4098 -4.0685
C -0.8326 1.9284 -2.9300
C -1.5409 -2.1831 -0.9071
C 4.3914 1.8819 0.0007
C 4.6143 -4.7383 3.5190
H -5.6484 3.2168 1.1529
H 2.6859 -5.4484 2.8353
C -1.1979 -4.2487 0.0001
C 3.4259 -1.2777 1.4348
C -3.4154 -5.4488 -1.1312
H -2.7505 -7.2398 -0.1204
C -3.4642 1.9785 0.4931
N 3.9701 -0.1230 1.3654
Tl 0.6321 -0.3351 0.4386
C -0.8408 2.4509 1.0600
N -1.2464 1.1965 0.8488
Se 2.0398 1.4877 3.2835
C 3.4033 -4.6385 2.8449
H 6.2550 4.0866 -2.5196
C 3.1352 -3.4540 2.1847
C 3.4058 1.0826 0.8389
C -3.0365 3.2849 0.6948
C 5.5195 -3.6779 3.5351
C -3.1012 1.2139 -3.3986
N -5.8318 2.5498 0.4223
N -0.4081 -2.1548 -0.1025
N 2.2324 -1.7547 0.9261
H 5.9174 -1.6449 2.8946
C 5.7154 3.4643 -1.8166
O 0.9800 0.3958 2.6524
H -7.8331 3.0541 0.3591
N 0.9097 -3.7450 1.2043
H 6.4492 -3.7840 4.0802
C -0.1532 -3.3620 0.4207
C -1.0215 3.1261 -3.6069
N -0.0100 0.2169 -1.6767
C -1.7083 3.5267 0.9923
C 6.3627 3.0103 -0.6687

Formally, the Löwdin partial charges of the atoms, in units of the elementary charge, are as follows: C -0.3178; O -0.4197; C -0.0869; C -0.0055; H 0.1165; C -0.0140; C -0.0871; H 0.1145; H 0.0950; O 0.0768; H 0.1101; C -0.1062; H 0.0969; N 0.1797; C -0.0356; C -0.2602; H 0.1117; H 0.0936; H 0.1268; H 0.0918; H 0.0902; O -0.4382; N 0.0627; H 0.0793; C -0.0324; N 0.1935; O -0.2071; H 0.1059; O -0.0372; H 0.1087; H 0.1053; C -0.1129; H 0.1238; C -0.2806; C -0.1095; C -0.4269; C -0.0310; C -0.0979; C -0.2903; H 0.1200; C -0.0003; C -0.2930; H 0.0945; C -0.0917; C -0.1048; C -0.2962; C -0.0785; C -0.0881; H 0.1305; H 0.1102; C -0.1161; C -0.2864; C -0.1060; H 0.0882; C -0.0978; N 0.2155; Tl 1.0555; C -0.0912; N 0.0432; Se 0.9125; C -0.0149; H 0.0952; C -0.0932; C -0.4896; C 0.0001; C -0.0846; C -0.0187; N 0.0845; N 0.0454; N 0.0439; H 0.1144; C -0.0880; O -0.4904; H 0.1244; N 0.1840; H 0.0956; C -0.2710; C -0.0235; N 0.0722; C -0.0120; C -0.0799